(1)
139
Properties=species:S:1:pos:R:3:lowdin_charge:R:1 method="wB97M-V/def2-TZVPD" total_charge=-1 homo_lumo_gap_ev=8.4 lumo_energy_ev=2.020 spin_multiplicity=1
C 1.841 0.135 0.346 -0.2689
O 0.547 0.840 0.518 -0.1593
O 2.476 0.325 1.622 -0.2371
C 1.557 -1.378 -0.207 -0.4607
F 1.318 -1.575 -1.559 0.0850
F 2.578 -2.203 0.025 0.1257
F 0.505 -1.960 0.433 0.0857
C -0.406 0.729 -0.481 -0.2570
C -1.458 1.721 0.025 -0.0527
H -1.017 2.694 0.244 0.0752
H -2.260 1.852 -0.702 0.0697
H -1.940 1.422 0.955 0.0655
H -0.887 -0.246 -0.566 0.0981
H 0.006 1.125 -1.409 0.1115
H 2.465 0.670 -0.370 0.1022
C -3.008 5.473 -1.252 -0.1428
C -2.119 6.575 -1.689 -0.2741
C -0.627 6.453 -1.157 -0.2042
C 0.357 5.906 -2.226 -0.1911
C 0.656 7.156 -3.202 -0.2045
C 1.158 6.546 -4.544 -0.1230
H -2.549 4.492 -1.376 0.0628
H -4.037 5.494 -1.612 0.0746
H -3.000 5.529 -0.164 0.0705
H -2.252 6.581 -2.771 0.1017
H -2.509 7.489 -1.240 0.0974
H -0.642 6.043 -0.147 0.0958
H -0.334 7.433 -0.780 0.0919
H 1.305 5.616 -1.772 0.0576
H 0.009 4.994 -2.712 0.1012
H -0.129 7.884 -3.408 0.0976
H 1.529 7.575 -2.703 0.0914
H 2.067 7.015 -4.918 0.0536
H 1.454 5.500 -4.464 0.0578
H 0.603 6.801 -5.447 0.0590
C -4.841 0.348 1.321 -0.1131
C -6.300 0.258 1.814 -0.2346
C -6.646 -1.175 2.363 -0.2087
C -6.687 -2.332 1.322 -0.2051
C -6.916 -3.795 1.872 -0.2437
C -8.431 -4.073 1.858 -0.1270
H -4.302 0.737 2.184 0.0706
H -4.683 1.039 0.493 0.0609
H -4.363 -0.504 0.835 0.0570
H -6.540 1.136 2.414 0.0988
H -6.916 0.307 0.916 0.0871
H -7.684 -1.161 2.694 0.0946
H -5.879 -1.396 3.105 0.0891
H -7.492 -2.013 0.661 0.1022
H -5.693 -2.372 0.876 0.0877
H -6.572 -4.558 1.174 0.0914
H -6.351 -3.970 2.787 0.0959
H -8.952 -3.249 2.345 0.0590
H -8.711 -4.086 0.804 0.0701
H -8.686 -4.986 2.395 0.0639
C 5.446 0.357 -0.088 -0.2038
C 5.800 -1.084 -0.508 -0.2767
O 6.891 -1.291 0.279 -0.0441
O 5.214 0.403 1.380 -0.0936
H 4.476 0.534 -0.553 0.0751
H 6.159 1.097 -0.453 0.1206
H 5.903 -1.141 -1.592 0.1145
H 4.925 -1.686 -0.264 0.1023
H 6.849 -0.544 0.881 0.0638
H 4.267 0.361 1.536 0.0057
C -3.232 -3.288 3.115 -0.2183
C -1.950 -2.389 2.848 -0.2477
O -1.686 -1.445 3.839 -0.0818
O -3.432 -4.196 2.069 -0.0691
H -4.116 -2.716 3.394 0.0951
H -3.001 -3.701 4.097 0.1094
H -1.928 -1.836 1.908 0.1069
H -1.038 -2.984 2.819 0.1062
H -0.998 -0.868 3.499 0.0146
H -2.608 -4.570 1.750 0.0658
C 1.141 1.885 4.467 -0.2300
C -0.198 1.533 3.986 -0.2149
O -0.267 0.515 2.957 -0.1035
O 1.894 2.555 3.438 -0.0694
H 1.566 0.931 4.779 0.1095
H 1.095 2.533 5.342 0.1199
H -0.831 2.341 3.618 0.1202
H -0.923 1.068 4.654 0.1203
H 0.022 0.789 2.084 0.0273
H 2.043 1.922 2.731 0.0250
O 1.303 -5.975 -1.545 0.0191
C 1.072 -6.081 -0.332 -0.5607
N 0.686 -7.237 0.213 0.1456
C 0.808 -4.818 0.446 -0.0094
H 0.927 -8.017 -0.382 0.1072
H -0.122 -7.281 0.817 0.1045
H 1.677 -4.285 0.833 0.0763
H 0.167 -4.891 1.325 0.0688
H 0.328 -4.030 -0.135 0.0447
O 4.839 -5.068 -2.415 0.0107
C 4.315 -4.674 -3.456 -0.5902
N 4.558 -5.402 -4.521 0.1389
C 3.294 -3.488 -3.523 0.0117
H 5.133 -6.207 -4.318 0.1154
H 4.494 -4.944 -5.420 0.1028
H 2.289 -3.906 -3.581 0.0743
H 3.403 -2.929 -4.452 0.0661
H 3.237 -2.829 -2.656 0.0546
O -2.951 -1.153 -1.728 0.0218
C -3.049 -2.360 -1.901 -0.5956
N -3.895 -2.811 -2.805 0.1571
C -2.146 -3.369 -1.178 0.0101
H -3.864 -3.813 -2.928 0.1063
H -4.382 -2.161 -3.405 0.1201
H -1.490 -2.822 -0.500 0.0524
H -1.598 -3.888 -1.964 0.0904
H -2.669 -4.091 -0.551 0.0704
O 3.736 -3.501 5.091 -0.0532
C 3.523 -2.291 4.769 -0.5614
N 2.966 -2.075 3.580 0.1766
C 3.985 -1.050 5.523 -0.0010
H 2.512 -2.853 3.123 0.1107
H 3.036 -1.148 3.186 0.0641
H 3.826 -0.236 4.816 0.0642
H 4.948 -0.998 6.032 0.0805
H 3.244 -0.970 6.318 0.0792
O 1.872 0.542 -5.628 0.0556
C 2.341 1.344 -4.885 -0.5985
N 3.114 2.355 -5.319 0.1474
C 2.183 1.010 -3.362 0.0019
H 3.997 2.564 -4.876 0.1055
H 3.058 2.570 -6.304 0.1038
H 1.402 0.284 -3.138 0.0640
H 1.998 1.919 -2.788 0.0394
H 3.119 0.540 -3.062 0.0793
O 4.685 5.150 -1.626 0.0013
C 3.694 4.797 -0.964 -0.6195
N 3.132 5.776 -0.242 0.1532
C 3.310 3.413 -0.949 -0.0079
H 3.628 6.644 -0.387 0.1158
H 2.664 5.560 0.627 0.1181
H 3.928 2.929 -1.705 0.0869
H 2.301 3.337 -1.353 0.0725
H 3.340 2.974 0.048 0.1070



(2)
105
Properties=species:S:1:pos:R:3:mulliken_spin:R:1 method="wB97M-V/def2-TZVPD" total_charge=+1 homo_lumo_gap_ev="6.0 / 6.7" lumo_energy_ev="-2.658 / -2.659" spin_multiplicity=6
Mn -0.010 -0.540 0.359 4.9219
O 1.100 0.203 -1.253 -0.0335
S 2.351 0.362 -2.073 0.0065
C 1.903 1.776 -3.166 0.0047
C 0.527 1.559 -3.796 0.0038
C -0.404 2.763 -3.668 0.0007
C -0.975 2.922 -2.270 0.0032
S -2.225 1.693 -1.625 0.0125
O -1.497 0.535 -1.001 -0.0019
C -2.868 1.145 -3.214 0.0038
C -2.587 -0.117 -3.698 -0.0009
C -3.085 -0.494 -4.938 0.0003
C -3.857 0.392 -5.674 0.0000
C -4.141 1.656 -5.172 0.0004
C -3.652 2.037 -3.934 -0.0018
C 2.328 -0.831 -3.427 0.0084
C 1.206 -1.582 -3.729 0.0027
C 1.269 -2.505 -4.758 0.0005
C 2.443 -2.661 -5.485 0.0002
C 3.563 -1.907 -5.170 0.0006
C 3.514 -0.997 -4.123 -0.0032
H 2.697 1.863 -3.908 -0.0002
H 1.928 2.651 -2.514 0.0001
H 0.040 0.716 -3.305 -0.0022
H 0.637 1.298 -4.849 -0.0001
H -1.209 2.669 -4.395 0.0000
H 0.140 3.680 -3.914 -0.0002
H -1.509 3.871 -2.188 -0.0005
H -0.199 2.877 -1.509 0.0033
H -2.007 -0.807 -3.099 0.0022
H -2.878 -1.485 -5.319 0.0000
H -4.245 0.100 -6.640 0.0000
H -4.747 2.345 -5.745 0.0000
H -3.884 3.015 -3.528 -0.0001
H 0.307 -1.471 -3.137 -0.0021
H 0.397 -3.103 -4.991 0.0000
H 2.482 -3.372 -6.299 0.0001
H 4.478 -2.032 -5.734 0.0000
H 4.391 -0.420 -3.849 -0.0001
I -1.802 -2.523 -0.595 0.0228
C -2.870 -2.415 1.264 -0.0258
C -3.905 -3.286 1.433 -0.0002
C -4.556 -3.337 2.678 -0.0010
C -4.105 -2.565 3.708 0.0029
C -3.017 -1.676 3.541 -0.0126
C -2.513 -0.954 4.644 0.0115
C -1.419 -0.158 4.480 -0.0006
C -0.852 0.014 3.202 -0.0056
C -1.309 -0.611 2.055 0.1115
C -2.382 -1.538 2.263 -0.1209
H -4.225 -3.931 0.627 -0.0003
H -5.391 -4.011 2.815 -0.0003
H -4.556 -2.640 4.690 0.0002
H -2.972 -1.081 5.616 0.0005
H -0.978 0.348 5.334 -0.0010
H 0.050 0.612 3.166 0.0118
O 0.867 -1.941 1.764 0.0163
C 1.731 -1.060 1.894 -0.0383
O 1.559 0.130 1.461 0.0463
C 2.998 -1.301 2.661 -0.0071
C 3.745 -0.181 2.991 0.0137
C 4.882 -0.298 3.780 0.0010
C 5.322 -1.546 4.186 0.0004
C 4.585 -2.656 3.816 0.0009
C 3.412 -2.556 3.072 -0.0014
N 5.052 -3.974 4.225 0.0001
O 4.442 -4.938 3.805 0.0000
O 6.024 -4.034 4.948 0.0000
N 5.568 0.910 4.175 -0.0003
O 6.619 0.817 4.765 0.0000
O 5.034 1.977 3.902 0.0000
H 3.449 0.792 2.644 0.0037
H 6.221 -1.656 4.775 -0.0001
H 2.844 -3.442 2.832 0.0048
C 1.000 -6.183 -1.420 -0.0008
N 1.232 -4.848 -0.894 -0.0007
C 2.279 -4.034 -1.049 -0.0046
S 2.080 -2.391 -0.680 0.0415
N 3.468 -4.440 -1.524 -0.0011
C 4.012 -5.791 -1.596 0.0003
H -0.044 -6.428 -1.245 0.0002
H 1.613 -6.932 -0.921 0.0000
H 1.181 -6.223 -2.496 0.0000
H 0.424 -4.385 -0.506 0.0055
H 4.155 -3.705 -1.519 -0.0005
H 3.384 -6.445 -2.193 0.0000
H 4.143 -6.225 -0.602 0.0000
H 4.983 -5.730 -2.081 -0.0001
N 0.405 3.951 3.047 0.0007
C 1.497 3.096 2.477 0.0002
C 1.220 2.938 0.983 0.0019
N -0.061 2.334 0.713 -0.0553
C -1.144 3.032 1.360 -0.0026
C -0.926 3.291 2.856 -0.0006
H 0.404 4.840 2.541 0.0000
H 0.575 4.146 4.033 0.0001
H 1.466 2.128 2.971 0.0006
H 2.471 3.546 2.670 -0.0007
H 2.006 2.330 0.539 0.0040
H 1.243 3.936 0.517 -0.0013
H -0.073 1.297 0.771 0.0482
H -2.067 2.466 1.234 0.0030
H -1.267 4.006 0.861 0.0003
H -0.928 2.352 3.403 0.0007
H -1.714 3.931 3.253 -0.0006



(3)
12
Properties=species:S:1:pos:R:3:lowdin_charge:R:1 method="wB97M-V/def2-TZVPD" total_charge=0 homo_lumo_gap_ev=11.3 smiles="C=C.CO" lumo_energy_ev=0.965 spin_multiplicity=1
C 1.081 -0.761 2.731 -0.0858
C 0.854 -0.784 1.439 -0.0962
H 1.724 -0.018 3.187 0.0439
H 0.599 -1.382 3.487 0.0492
H 1.407 -0.156 0.744 0.0444
H 0.262 -1.523 0.905 0.0479
C -0.951 0.684 -1.731 -0.1679
O -1.395 0.545 -3.077 -0.1224
H -0.064 0.082 -1.569 0.0572
H -0.707 1.717 -1.463 0.0808
H -1.728 0.297 -1.069 0.0782
H -1.082 1.300 -3.583 0.0707



(4)
53
Properties=species:S:1:pos:R:3:lowdin_charge:R:1 method="wB97M-V/def2-TZVPD" total_charge=0 homo_lumo_gap_ev=9.2 smiles="CC(C)CN1CCNC(=O)[C@@H]1CC(=O)NCCc1ccc(C(F)(F)F)cc1" lumo_energy_ev=0.653 spin_multiplicity=1
C -5.136 -2.828 0.953 -0.0798
C -3.680 -2.449 0.697 -0.4189
C -2.902 -3.626 0.117 -0.0721
C -3.608 -1.251 -0.261 -0.1803
N -2.234 -0.816 -0.457 -0.1330
C -1.951 -0.281 -1.770 -0.1468
C -2.672 1.050 -2.011 -0.1432
N -2.478 1.918 -0.869 0.1087
C -2.099 1.551 0.364 -0.4641
O -1.991 2.368 1.266 0.0383
C -1.759 0.077 0.582 -0.2029
C -0.227 -0.065 0.787 -0.0119
C 0.598 0.914 -0.035 -0.5058
O 1.088 0.634 -1.113 0.0537
N 0.747 2.125 0.541 0.0682
C 1.515 3.177 -0.077 -0.1557
C 2.905 3.304 0.573 -0.1250
C 3.632 2.000 0.428 -0.2346
C 4.332 1.709 -0.736 -0.0177
C 4.932 0.478 -0.910 -0.0002
C 4.830 -0.481 0.090 -0.1221
C 5.483 -1.814 -0.126 -0.5865
F 5.441 -2.611 0.952 0.1327
F 4.918 -2.510 -1.130 0.1390
F 6.786 -1.695 -0.453 0.1324
C 4.133 -0.208 1.257 -0.0006
C 3.539 1.031 1.418 -0.0315
H -5.624 -3.107 0.021 0.0792
H -5.682 -1.995 1.391 0.0744
H -5.193 -3.672 1.635 0.0764
H -3.221 -2.166 1.650 0.1275
H -2.861 -4.446 0.829 0.0762
H -3.379 -3.983 -0.793 0.0800
H -1.889 -3.315 -0.123 0.0679
H -4.250 -0.440 0.118 0.1313
H -4.005 -1.568 -1.229 0.1291
H -0.872 -0.136 -1.849 0.1057
H -2.253 -1.008 -2.525 0.1279
H -3.747 0.880 -2.162 0.1136
H -2.274 1.541 -2.903 0.1227
H -2.708 2.897 -0.983 0.1533
H -2.237 -0.219 1.521 0.1506
H 0.004 0.084 1.842 0.1227
H 0.052 -1.078 0.496 0.1320
H 0.231 2.342 1.381 0.1324
H 1.632 2.911 -1.131 0.1231
H 0.972 4.121 0.007 0.1239
H 2.787 3.559 1.628 0.1153
H 3.451 4.107 0.076 0.1162
H 4.404 2.452 -1.517 0.1198
H 5.473 0.252 -1.816 0.1249
H 4.054 -0.958 2.029 0.1182
H 2.996 1.244 2.327 0.1153



(5)
12
Properties=species:S:1:pos:R:3:lowdin_charge:R:1 method="wB97M-V/def2-TZVPD" total_charge=0 homo_lumo_gap_ev=9.1 lumo_energy_ev=0.913 spin_multiplicity=1
H -2.707 -0.825 -0.185 0.0409
N -2.204 0.055 -0.086 0.1072
C -0.937 -0.092 -0.105 -0.3985
C 0.002 -1.221 -0.179 -0.0420
C 1.230 -0.738 0.117 -0.1317
N 1.238 0.608 0.418 -0.0240
C -0.069 1.145 0.051 -0.1392
H -0.236 -2.264 -0.350 0.0947
H 2.163 -1.292 0.180 0.1197
H 2.071 1.147 0.236 0.1246
H -0.525 1.789 0.805 0.1193
H -0.025 1.689 -0.903 0.1289



(6)
82
Properties=species:S:1:pos:R:3:mulliken_spin:R:1 method="wB97M-V/def2-TZVPD" total_charge=+2 homo_lumo_gap_ev="6.4 / 5.3" lumo_energy_ev="-5.482 / -7.454" spin_multiplicity=5
C 1.637 -1.934 -0.065 0.3471
C 2.550 -1.591 -1.162 0.0857
C 3.124 -0.304 -0.845 0.4014
H 2.906 -2.307 -1.890 0.0334
C 2.553 0.143 0.361 0.1206
C 1.683 -0.860 0.863 0.3167
H 1.235 -0.891 1.853 0.0179
H 1.246 -2.922 0.147 -0.0008
H 3.922 0.198 -1.392 0.0138
H 2.773 1.073 0.880 0.0067
Pt 0.466 -0.859 -1.980 1.6654
C 0.129 -0.216 -7.791 0.0030
H 0.226 0.719 -7.234 -0.0015
H 1.095 -0.485 -8.228 -0.0004
H -0.215 -1.017 -7.134 -0.0008
Si 0.813 -1.215 -4.093 0.2375
C 0.233 -2.989 -4.379 0.0973
C 0.799 -4.064 -3.686 0.0331
H 1.582 -3.890 -2.945 -0.0137
C 0.362 -5.372 -3.928 -0.0193
H 0.833 -6.202 -3.405 -0.0003
C -0.654 -5.617 -4.856 0.0468
H -0.962 -6.641 -5.081 0.0018
C -1.259 -4.535 -5.502 -0.0063
H -2.055 -4.717 -6.223 0.0000
C -0.838 -3.224 -5.247 0.0315
H -1.336 -2.377 -5.726 -0.0036
C 2.602 -1.074 -4.623 0.0593
C 3.219 -2.074 -5.382 0.0181
H 2.641 -2.942 -5.706 0.0003
C 4.566 -1.953 -5.737 -0.0026
H 5.037 -2.736 -6.328 0.0002
C 5.295 -0.820 -5.368 0.0217
H 6.337 -0.709 -5.677 0.0010
C 4.670 0.188 -4.628 0.0048
H 5.224 1.086 -4.357 0.0008
C 3.328 0.066 -4.258 0.0132
H 2.837 0.861 -3.690 -0.0342
H 0.001 -0.248 -4.877 0.0420
H -0.603 -0.076 -8.594 0.0005
F 0.022 4.575 2.107 0.0001
C -0.606 3.358 2.238 0.0001
C -0.668 2.532 1.140 0.0115
C -1.251 1.259 1.312 -0.0079
C -1.126 0.255 0.277 0.0158
O -0.267 0.483 -0.646 0.1802
C -1.822 -0.970 0.428 0.0021
C -2.394 -1.262 1.634 -0.0124
N -2.327 -0.405 2.692 0.0020
C -2.827 -0.780 3.955 0.0001
C -2.713 -2.199 4.378 -0.0001
C -1.863 -1.158 5.044 0.0000
C -1.801 0.875 2.549 0.0085
C -1.749 1.747 3.643 0.0010
C -1.119 3.001 3.515 0.0009
N -1.021 3.822 4.634 -0.0003
C -0.666 3.236 5.920 0.0000
C -1.689 3.624 6.972 0.0000
N -1.792 5.101 6.951 0.0000
C -2.065 5.755 5.644 0.0000
C -1.019 5.269 4.644 0.0000
C -1.843 -1.972 -0.679 0.0096
O -2.871 -2.477 -1.091 0.0583
O -0.612 -2.248 -1.058 0.1946
H -0.288 2.821 0.160 -0.0018
H -2.919 -2.202 1.802 -0.0007
H -3.705 -0.218 4.279 0.0002
H -3.540 -2.585 4.964 0.0000
H -2.220 -2.888 3.693 -0.0001
H -0.792 -1.136 4.816 0.0001
H -2.145 -0.875 6.059 0.0000
H -2.209 1.488 4.601 0.0003
H 0.340 3.590 6.225 0.0000
H -0.625 2.148 5.810 0.0000
H -2.682 3.232 6.751 0.0000
H -1.385 3.300 7.970 0.0000
H -2.498 5.406 7.625 0.0000
H -0.875 5.448 7.238 0.0000
H -2.030 6.839 5.778 0.0000
H -3.074 5.462 5.346 0.0000
H -0.019 5.623 4.947 0.0000
H -1.241 5.649 3.648 0.0000



Values for M, g/mol, ordered as above
856.1; 1016.9; 60.1; 385.4; 82.1; 790.9